[1]
DFT (the ωB97M-V functional and the def2-TZVPD basis) results for a cluster of 2 separate species, C4H11N3O in total in a non-equilibrium geometry.

```
! RIJCOSX wB97M-V def2-TZVPD def2/J DEFGRID3
* xyz 0 1
C 0.9219 0.9796 1.1104
C 0.2524 1.8831 -0.1193
N 1.1450 2.1836 -1.2042
O -0.0199 0.3377 1.8856
H -0.5998 -0.2372 1.2502
H 1.4085 1.3320 -1.6923
H 1.9988 2.6076 -0.8580
H 1.5988 0.2680 0.6152
H 1.4862 1.6687 1.7437
H -0.0171 2.8163 0.3798
H -0.7055 1.5304 -0.5089
C -1.2446 -2.6215 0.1652
N -1.1040 -1.2241 -0.2405
C -0.1330 -0.9169 -1.1236
N 0.8260 -0.9198 -1.7660
H -1.9877 -0.7788 -0.4713
H -1.5832 -3.2588 -0.6568
H -1.9685 -2.6688 0.9818
H -0.2744 -2.9811 0.5090
*
```

Structure (SMILES)   CNC#N.NCCO
F_max   2.906 eV/A
Kohn-Sham gap   9.028 eV
Energy above the lowest of the compared OMol25 structures with the same formula, charge and spin   251.4 kJ/mol

Atomic partial charges in e from the Löwdin method, atoms 1 to 8: -0.28, -0.27, -0.02, -0.12, 0.08, 0.02, 0.07, 0.09

***

[2]
DFT (the ωB97M-V functional and the def2-TZVPD basis) results for a structure of composition C22H50GdN3OP3 in a non-equilibrium geometry.

```
! RIJCOSX wB97M-V def2-TZVPD def2/J DEFGRID3
* xyz 3 8
Gd -0.6574 0.5241 -0.6443
P 1.5138 -0.7997 1.2599
P 1.7624 2.3998 -0.5798
P -0.9672 -2.8015 -0.5003
H -0.3033 2.3117 -2.7850
C -1.2410 1.9368 -2.3417
C -1.7553 2.4995 -1.1754
H -1.3659 3.4468 -0.7905
C 3.0051 -1.5679 0.4948
C 2.3100 0.2696 2.5250
C 1.0693 -2.1640 2.4113
C 1.8713 3.7819 -1.7958
C 2.0890 3.4009 0.9305
C 3.4642 1.7200 -0.7929
C -2.2333 -3.1504 -1.7828
C -1.3850 -4.1392 0.7024
C 0.5094 -3.5876 -1.2721
H -1.8822 1.4181 -3.0644
H -2.7675 2.2431 -0.8175
H 3.7312 -1.8195 1.2799
H 3.4539 -0.8654 -0.2147
H 2.7100 -2.4730 -0.0493
H 2.7219 -0.3680 3.3207
H 1.5584 0.9322 2.9748
H 3.1166 0.8797 2.1043
H 1.9914 -2.6804 2.7133
H 0.3936 -2.8890 1.9420
H 0.5836 -1.7608 3.3098
H 2.7965 4.3667 -1.6528
H 1.0037 4.4487 -1.6965
H 1.8639 3.3211 -2.7904
H 3.0595 3.9053 0.8218
H 2.1111 2.7533 1.8129
H 1.3043 4.1564 1.0541
H 4.1320 2.5059 -1.1730
H 3.4301 0.9024 -1.5197
H 3.8574 1.3393 0.1587
H -2.8073 -4.0466 -1.5061
H -1.7643 -3.2968 -2.7650
H -2.9188 -2.2931 -1.8466
H -2.0290 -4.8784 0.2056
H -1.9343 -3.7208 1.5543
H -0.4895 -4.6552 1.0705
H 0.1732 -4.3804 -1.9535
H 1.1597 -4.0222 -0.5003
H 1.0660 -2.8315 -1.8373
C -0.1051 -0.9815 -3.9718
C 1.0851 -1.2160 -4.6973
C 1.0150 -1.7576 -5.9760
C -0.2236 -2.0148 -6.5742
C -1.4110 -1.7217 -5.8851
C -1.3636 -1.2023 -4.5950
O -0.0378 -0.6082 -2.7150
H 1.2500 -0.3572 -1.5136
H 2.0294 -0.9637 -4.2019
H 1.9477 -1.9541 -6.5046
H -0.2710 -2.4207 -7.5872
H -2.3859 -1.9140 -6.3431
H -2.2674 -0.9643 -4.0319
C -0.9687 3.7087 3.2025
N -1.4985 2.4056 3.5877
C -2.3006 2.3850 4.7992
C -1.5576 1.4189 2.6651
N -1.1141 1.6323 1.4221
N -2.0620 0.1936 3.0033
C -1.7217 -0.4072 4.2911
C -2.3418 -0.7496 1.9231
H -1.0498 4.3651 4.0723
H -1.5334 4.1683 2.3735
H 0.0902 3.6461 2.9181
H -3.2253 1.8107 4.6604
H -1.7273 1.9629 5.6371
H -2.5626 3.4196 5.0547
H -0.8207 2.6042 1.3364
H -2.4539 -0.1303 5.0579
H -1.7423 -1.5002 4.1952
H -0.7173 -0.1173 4.6406
H -2.7927 -0.2239 1.0699
H -1.4211 -1.2814 1.6011
H -3.0518 -1.5067 2.2862
*
```

F_max   6.351 eV/A
Kohn-Sham gap (spin up / spin down)   5.206 / 5.591 eV
⟨S²⟩   16.5230

Atomic partial charges in e from the Löwdin method, atoms 1 to 8: 1.17, 0.79, 0.77, 0.77, 0.08, -0.21, -0.21, 0.09

***

[3]
DFT (the ωB97M-V functional and the def2-TZVPD basis) results for a structure of composition C29H35N7O2PSeTc.

```
! RIJCOSX wB97M-V def2-TZVPD def2/J DEFGRID3
* xyz 3 4
Tc 0.0879 0.2652 0.4933
N 2.2216 -0.2627 0.7805
C 3.0086 0.9708 1.0924
C 2.4467 2.1139 0.2804
N 0.9919 2.2505 0.6347
H 2.3595 -0.9560 1.5088
H 2.5503 -0.6926 -0.0757
H 4.0718 0.8470 0.8913
H 2.8944 1.1786 2.1582
H 2.5100 1.8968 -0.7846
H 2.9943 3.0334 0.4721
H 0.5549 2.9382 0.0284
H 0.9332 2.6457 1.5713
N -1.8510 1.2091 2.7088
P -0.6496 0.0163 2.7199
C -1.3886 -1.5739 3.1123
C -2.6668 -1.6309 3.6605
C -3.1754 -2.8491 4.0910
C -2.4097 -4.0036 3.9843
C -1.1378 -3.9498 3.4264
C -0.6273 -2.7386 2.9868
C 0.3890 0.4726 4.1159
C 1.1927 -0.4884 4.7399
C 1.9498 -0.1400 5.8475
C 1.9069 1.1589 6.3429
C 1.1256 2.1200 5.7162
C 0.3742 1.7848 4.5988
C -2.3722 1.7089 1.5233
C -3.5146 2.5059 1.5098
C -3.9576 3.0210 0.3132
C -3.2595 2.7340 -0.8645
C -2.1541 1.9387 -0.7756
N -1.7020 1.4205 0.3962
H -2.3227 1.4691 3.5607
H -3.2795 -0.7411 3.7495
H -4.1676 -2.8908 4.5236
H -2.8053 -4.9499 4.3349
H -0.5457 -4.8522 3.3311
H 0.3550 -2.7076 2.5270
H 1.2142 -1.5121 4.3872
H 2.5617 -0.8890 6.3360
H 2.4815 1.4212 7.2234
H 1.0942 3.1322 6.1016
H -0.2254 2.5493 4.1146
H -4.0388 2.7114 2.4359
H -4.8431 3.6460 0.2869
H -3.5811 3.1224 -1.8220
H -1.5896 1.6729 -1.6611
N -2.8846 -1.4000 -0.1580
C -2.2706 -2.7113 -0.2844
C -0.7457 -2.7177 -0.3201
O -0.1471 -3.6871 -0.7240
O -0.0529 -1.6260 0.0568
H -3.7147 -1.4418 0.4184
H -3.1648 -1.0410 -1.0604
H -2.5915 -3.2550 -1.1716
H -2.5364 -3.3320 0.5699
C -0.6207 -3.0234 -4.0491
N 0.7744 -2.8980 -3.6038
C 1.3604 -1.8020 -3.0632
Se 0.5399 -0.2149 -2.6610
N 2.6670 -2.1164 -2.8260
C 2.9163 -3.4075 -3.2246
C 4.0657 -4.1933 -3.1878
C 3.9200 -5.4859 -3.6266
C 2.6712 -5.9982 -4.0917
C 1.5419 -5.2301 -4.1340
C 1.6840 -3.9091 -3.6953
H -1.1418 -2.0920 -3.8691
H -1.0974 -3.8308 -3.4999
H -0.6328 -3.2410 -5.1146
H 3.3774 -1.4203 -2.6670
H 5.0180 -3.8132 -2.8387
H 4.7802 -6.1442 -3.6151
H 2.6213 -7.0289 -4.4210
H 0.5960 -5.6227 -4.4874
*
```

F_max   0.709 eV/A
Kohn-Sham gap (spin up / spin down)   8.025 / 5.240 eV
⟨S²⟩   3.7991
Energy above the lowest of the compared OMol25 structures with the same formula, charge and spin   134.8 kJ/mol

Atomic partial charges in e from the Löwdin method, atoms 1 to 8: 1.20, -0.06, -0.19, -0.20, -0.06, 0.10, 0.07, 0.13

***

[4]
DFT (the ωB97M-V functional and the def2-TZVPD basis) results for a cluster of 2 separate species, C4H12N2O in total in a non-equilibrium geometry.

```
! RIJCOSX wB97M-V def2-TZVPD def2/J DEFGRID3
* xyz 0 1
C 1.9059 -1.3328 0.1967
C 1.7572 0.1180 -0.3209
C 0.3947 0.7664 -0.4851
C -0.1287 1.2808 0.6361
N -1.4617 1.4914 0.9867
N 1.1215 -2.3850 -0.4216
H 1.6541 -1.2304 1.2638
H 2.9842 -1.5082 0.2369
H 2.3563 0.8021 0.2800
H 2.2232 0.2175 -1.3135
H -0.1406 0.7561 -1.4357
H 0.5263 1.8384 1.3167
H -1.6088 2.1561 1.7207
H -2.1913 0.7935 0.9244
H 0.2151 -2.2678 0.0148
H 1.0646 -2.3274 -1.4277
H -3.3858 -0.4382 -0.9890
H -3.6588 1.0391 -0.8367
O -3.6276 0.2305 -0.3467
*
```

Structure (SMILES)   N/C=C/CCN.O
F_max   2.448 eV/A
Kohn-Sham gap   8.397 eV
Energy above the lowest of the compared OMol25 structures with the same formula, charge and spin   228.8 kJ/mol

Atomic partial charges in e from the Löwdin method, atoms 1 to 8: -0.31, -0.24, -0.14, -0.23, 0.05, 0.00, 0.11, 0.10

***

[5]
DFT (the ωB97M-V functional and the def2-TZVPD basis) results for the ion C6H10N with charge +1 in a non-equilibrium geometry.

```
! RIJCOSX wB97M-V def2-TZVPD def2/J DEFGRID3
* xyz 1 1
C -0.9606 -0.8704 0.6858
C 0.1104 -0.1895 0.3480
C 1.4881 -0.2402 -0.5010
C 0.5409 0.8571 -0.3989
C 2.8980 -0.1176 0.0403
C -2.3115 -0.3270 0.1636
N -2.2180 0.8302 -0.6390
H 1.2998 -1.0186 -1.2328
H 0.6308 1.9200 -0.3177
H 2.8171 0.2770 1.0921
H 3.6156 0.5829 -0.4784
H 3.3672 -1.1311 -0.0270
H -2.9608 -1.2044 -0.2323
H -0.9052 -1.5681 1.4409
H -2.8718 -0.0316 1.1032
H -2.2728 1.7467 -0.2768
H -2.4455 0.9904 -1.6726
*
```

F_max   3.493 eV/A
Kohn-Sham gap   7.956 eV
Energy above the lowest of the compared OMol25 structures with the same formula, charge and spin   348.4 kJ/mol

Atomic partial charges in e from the Löwdin method, atoms 1 to 8: 0.08, -0.11, -0.15, 0.16, -0.04, -0.22, 0.01, 0.15

***

[6]
DFT (the ωB97M-V functional and the def2-TZVPD basis) results for a structure of composition C39H48P2PbSi in a non-equilibrium geometry.

```
! RIJCOSX wB97M-V def2-TZVPD def2/J DEFGRID3
* xyz 2 1
Pb -0.1425 0.9605 -0.1391
C -1.7906 0.9193 -6.5536
C -1.8238 -0.3890 -6.2767
C -1.1100 -1.4399 -7.0839
C 0.3131 -1.0774 -7.6116
C 1.1563 -0.2248 -6.7085
C 1.2127 1.1091 -6.7444
C 0.3199 1.9876 -7.5664
C -1.1368 1.4931 -7.7753
C 1.6648 0.4003 1.1950
H -2.3246 1.6344 -5.9313
H -2.5008 -0.7669 -5.5043
H -1.7177 -1.7282 -7.9627
H -1.0105 -2.3550 -6.4787
H 0.8472 -2.0327 -7.7535
H 0.2180 -0.6269 -8.6106
H 1.8517 -0.7982 -6.0945
H 2.0688 1.6449 -6.3260
H 0.7733 2.1515 -8.5617
H 0.2748 2.9799 -7.0921
H -1.7210 2.3677 -8.1007
H -1.1444 0.7810 -8.6088
H 1.6797 1.2419 1.9060
H 2.6451 0.2686 0.7146
H 1.3555 -0.5167 1.7166
P -1.5911 -0.6646 -1.9839
P 1.8230 0.0787 -2.0294
C -0.4746 -0.8561 -3.3618
C 0.8682 -0.6038 -3.3716
C -2.4979 -2.2030 -1.7425
C -2.8196 -2.9944 -2.8580
C -3.6032 -4.1340 -2.6843
C -4.0297 -4.5107 -1.4055
C -3.6577 -3.7490 -0.2898
C -2.8838 -2.5999 -0.4479
C -2.7921 0.6532 -2.4383
C -2.3174 1.9724 -2.6002
C -3.2230 3.0265 -2.7207
C -4.6000 2.7783 -2.7478
C -5.0660 1.4624 -2.6433
C -4.1734 0.4047 -2.4683
C 3.2443 -0.9986 -1.7382
C 3.0062 -2.2748 -1.1984
C 4.0865 -3.0977 -0.8855
C 5.3980 -2.6615 -1.1199
C 5.6246 -1.3952 -1.6727
C 4.5569 -0.5566 -1.9802
C 2.4152 1.7577 -2.4369
C 2.7211 2.7234 -1.4543
C 3.0968 4.0065 -1.8515
C 3.1786 4.3397 -3.2067
C 2.8534 3.3830 -4.1783
C 2.4657 2.1016 -3.7882
H -0.9623 -1.1880 -4.2925
H 1.4569 -0.8836 -4.2561
H -2.4573 -2.7079 -3.8456
H -3.8810 -4.7223 -3.5587
H -4.6552 -5.3979 -1.2839
H -3.9839 -4.0544 0.7047
H -2.5819 -2.0026 0.4154
H -1.2458 2.1939 -2.5831
H -2.8523 4.0545 -2.7812
H -5.3068 3.6046 -2.8456
H -6.1324 1.2556 -2.6744
H -4.5330 -0.6138 -2.3350
H 1.9818 -2.6036 -1.0101
H 3.9088 -4.0816 -0.4491
H 6.2457 -3.3042 -0.8665
H 6.6372 -1.0499 -1.8584
H 4.7179 0.4424 -2.3906
H 2.6530 2.4739 -0.3923
H 3.3313 4.7600 -1.0971
H 3.4963 5.3367 -3.5165
H 2.8987 3.6287 -5.2350
H 2.1739 1.3479 -4.5150
C -0.1295 0.4096 4.4729
Si -1.5810 0.9117 3.3903
C -3.1425 0.5670 4.4069
C -1.4839 2.7572 3.1190
C -1.5036 0.0829 1.6928
H -0.2024 0.9285 5.4429
H 0.8333 0.6924 4.0178
H -0.1066 -0.6689 4.6795
H -3.1111 1.1331 5.3538
H -4.0540 0.8782 3.8741
H -3.2438 -0.4951 4.6657
H -0.5612 3.0220 2.5863
H -2.3421 3.1141 2.5398
H -1.4819 3.2703 4.0881
H -1.0813 -0.9393 1.7352
H -2.4966 0.0349 1.2069
*
```

F_max   1.977 eV/A
Kohn-Sham gap (spin up / spin down)   4.908 / 4.506 eV
Energy above the lowest of the compared OMol25 structures with the same formula, charge and spin   0.0 kJ/mol

Atomic partial charges in e from the Löwdin method, atoms 1 to 8: 1.20, -0.09, -0.15, -0.18, -0.17, -0.12, -0.12, -0.17

***

[7]
DFT (the ωB97M-V functional and the def2-TZVPD basis) results for a structure of composition C23H30Cl2MnN5O4.

```
! RIJCOSX wB97M-V def2-TZVPD def2/J DEFGRID3
* xyz 1 2
Mn 0.1420 -0.1075 0.4109
C -0.0629 0.0670 -2.4999
C 1.3972 -0.2675 -2.2492
N 1.5138 -0.9062 -0.9286
C 2.8498 -0.7848 -0.3275
C 2.9672 0.5677 0.3223
C 4.1924 1.1847 0.4965
C 4.2326 2.4318 1.0974
C 3.0431 3.0272 1.4744
C 1.8503 2.3501 1.2696
C 0.5357 2.9746 1.6837
N -0.5825 2.5029 0.9027
C -0.8328 3.1079 -0.3910
C -0.1858 2.2998 -1.5057
N -0.5666 0.8827 -1.3806
N 1.8142 1.1309 0.7219
H -0.6501 -0.8520 -2.5366
H -0.1775 0.5766 -3.4621
H 1.9938 0.6463 -2.2271
H 1.8009 -0.8962 -3.0472
H 1.2651 -1.8888 -0.9915
H 3.6476 -0.9235 -1.0628
H 2.9400 -1.5512 0.4417
H 5.0948 0.6940 0.1580
H 5.1755 2.9404 1.2476
H 3.0266 4.0140 1.9174
H 0.6483 4.0666 1.6510
H 0.3569 2.7094 2.7292
H -1.4171 2.4114 1.4558
H -0.4865 4.1473 -0.4468
H -1.9132 3.1249 -0.5546
H 0.9004 2.3725 -1.4419
H -0.4872 2.7030 -2.4792
H -1.5812 0.8202 -1.3649
Cl -0.1080 -3.0191 7.2192
C 0.1794 -2.4928 5.5919
C 1.3465 -2.9173 4.9325
C 1.6000 -2.5178 3.6526
Cl 3.0455 -3.0480 2.8564
C 0.7128 -1.6670 2.9196
O 0.9897 -1.3368 1.7221
C -0.4516 -1.2531 3.6246
C -1.4063 -0.3772 3.0324
O -1.3651 0.1486 1.9150
C -0.7008 -1.6761 4.9507
H 2.0478 -3.5623 5.4445
H -2.2740 -0.1359 3.6671
H -1.5975 -1.3386 5.4562
O -1.1872 -1.7054 -0.0500
C -2.3956 -1.7101 -0.1978
O -3.0625 -0.6726 -0.6549
C -3.2521 -2.9227 0.1177
N -4.6435 -2.6321 -0.2694
C -4.9817 -3.5446 -1.3834
C -4.1245 -4.7824 -1.1468
C -2.8035 -4.1792 -0.6657
H -3.1690 -3.0769 1.1956
H -4.0101 -0.9986 -0.6643
H -5.2691 -2.7852 0.5099
H -4.7085 -3.0663 -2.3277
H -6.0529 -3.7320 -1.4028
H -4.0065 -5.3982 -2.0366
H -4.5706 -5.3997 -0.3643
H -2.1820 -3.8907 -1.5156
H -2.2167 -4.8520 -0.0459
*
```

F_max   0.146 eV/A
Kohn-Sham gap (spin up / spin down)   7.677 / 7.503 eV
⟨S²⟩   0.7919
Energy above the lowest of the compared OMol25 structures with the same formula, charge and spin   0.0 kJ/mol

Atomic partial charges in e from the Löwdin method, atoms 1 to 8: 0.66, -0.17, -0.16, -0.10, -0.12, -0.22, 0.00, -0.03

***

[8]
DFT (the ωB97M-V functional and the def2-TZVPD basis) results for a structure of composition C21H15Cl2FeIN2O4.

```
! RIJCOSX wB97M-V def2-TZVPD def2/J DEFGRID3
* xyz 0 5
Fe 0.1228 -0.1087 -0.3196
C -1.3304 -3.5115 -2.7127
C -2.0096 -3.2911 -1.3976
N -2.7092 -4.2632 -0.8707
C -3.3072 -4.0641 0.3294
C -3.2184 -2.8998 1.0373
C -3.8973 -2.7953 2.3749
O -4.9168 -1.7936 2.4211
C -2.4519 -1.8373 0.4904
C -2.3846 -0.5778 1.2067
N -1.5161 0.3348 0.9639
C -1.5556 1.5802 1.6383
C -1.9647 1.7398 2.9583
C -1.9598 2.9904 3.5537
C -1.5370 4.1063 2.8448
C -1.1115 3.9663 1.5315
C -1.1236 2.7105 0.9499
I -0.4862 2.4993 -1.0284
C -1.8360 -2.0215 -0.7536
O -1.1533 -1.0991 -1.3791
H -1.5383 -4.5207 -3.0600
H -1.6684 -2.7865 -3.4547
H -0.2529 -3.3729 -2.6074
H -3.8677 -4.9024 0.7275
H -4.3032 -3.7732 2.6447
H -3.1914 -2.5144 3.1584
H -5.5364 -1.9725 1.7051
H -3.1587 -0.4012 1.9544
H -2.2709 0.8725 3.5304
H -2.2796 3.0900 4.5822
H -1.5272 5.0819 3.3113
H -0.7706 4.8245 0.9694
Cl 3.6070 -3.0648 5.4439
C 2.7892 -2.6538 3.9605
C 2.1035 -3.6721 3.2576
C 1.4571 -3.4008 2.0928
Cl 0.5918 -4.6397 1.2539
C 1.4363 -2.0783 1.5233
O 0.8360 -1.8570 0.4340
C 2.1237 -1.0781 2.2730
C 2.1697 0.2655 1.8193
O 1.6345 0.7263 0.7920
C 2.7973 -1.3854 3.4835
H 2.0903 -4.6786 3.6542
H 2.7437 0.9700 2.4391
H 3.3154 -0.6005 4.0211
*
```

F_max   0.587 eV/A
Kohn-Sham gap (spin up / spin down)   7.518 / 7.606 eV
⟨S²⟩   6.0159
Energy above the lowest of the compared OMol25 structures with the same formula, charge and spin   3.8 kJ/mol

Atomic partial charges in e from the Löwdin method, atoms 1 to 8: 0.63, -0.02, -0.27, 0.12, -0.11, -0.17, -0.21, -0.07